# C3H3N3O

A 2-piece molecular cluster, C3H3N3O overall (wB97M-V/def2-TZVPD, the OMol25 dataset).

XYZ file:
```
10
Properties=species:S:1:pos:R:3:mulliken_charge:R:1
N 0.00 -1.77 0.86 -0.385
C -0.09 -0.64 0.49 0.599
C -0.04 0.67 0.23 -0.664
C 1.29 1.25 0.19 -0.029
O 2.30 0.64 0.51 -0.529
H -0.14 -2.66 0.40 0.289
H -0.93 1.28 0.13 0.442
H 1.32 2.30 -0.14 0.313
N -2.04 -0.93 -1.02 -0.004
N -1.67 -0.15 -1.70 -0.031
```

Computed properties:
HOMO energy = -9.216 eV
Relative energy (zero: lowest compared OMol25 entry of this formula, charge and spin) = 1.421 eV
SMILES = N=C=CC=O.N#N
LUMO level = 0.0162 hartree
HOMO-LUMO gap = 9.66 eV

***

# C3H3N3O

A 2-piece molecular cluster, C3H3N3O overall (wB97M-V/def2-TZVPD, the OMol25 dataset).

XYZ file:
```
10
Properties=species:S:1:pos:R:3:mulliken_charge:R:1
N -1.96 0.34 0.27 -0.498
C -0.76 0.29 0.20 0.651
C 0.52 0.60 0.32 -0.555
C 1.79 -0.11 0.32 0.079
O 1.97 -1.29 0.13 -0.510
H -2.40 1.15 -0.12 0.283
H 0.51 1.65 0.60 0.271
H 2.63 0.57 0.58 0.286
N -1.61 -1.52 -1.45 -0.182
N -0.70 -1.68 -0.86 0.174
```

Computed properties:
HOMO energy = -9.268 eV
Relative energy (zero: lowest compared OMol25 entry of this formula, charge and spin) = 2.484 eV
SMILES = N=C=CC=O.N#N
LUMO level = -0.0165 hartree
HOMO-LUMO gap = 8.82 eV

***

# C3H3N3O

A single C3H3N3O molecule (wB97M-V/def2-TZVPD, the OMol25 dataset).

XYZ file:
```
10
Properties=species:S:1:pos:R:3:mulliken_charge:R:1
C -2.96 0.98 -0.19 0.242
C -2.67 -1.45 0.03 0.364
C 0.20 0.27 0.42 -0.627
N -3.68 1.88 -0.37 -0.346
N -2.97 -2.54 -0.09 -0.349
N -2.15 -0.24 0.22 0.134
O -1.02 -0.04 1.12 -0.291
H 1.03 -0.31 0.96 0.257
H 0.52 1.20 0.73 0.308
H 0.23 0.26 -0.67 0.309
```

Computed properties:
Multiplicity = 3
HOMO energy (spin up / spin down) = -6.533 / -11.088 eV
Relative energy (zero: lowest compared OMol25 entry of this formula, charge and spin) = 5.237 eV
LUMO level (spin up / spin down) = 0.0065 / -0.1515 hartree
HOMO-LUMO gap (spin up / spin down) = 6.71 / 6.97 eV
<S²> = 2.04

***

# C3H3N3O2

A single C3H3N3O2 molecule (wB97M-V/def2-TZVPD, the OMol25 dataset).

XYZ file:
```
11
Properties=species:S:1:pos:R:3:mulliken_charge:R:1
H 3.20 -0.38 -0.15 0.289
N 2.43 -0.98 -0.19 -0.632
C 1.40 -0.33 -0.07 0.484
N 0.06 -0.54 0.22 -0.082
C -0.71 0.58 0.14 0.453
C -2.14 0.23 0.14 -0.037
O -2.35 -0.92 -0.45 -0.438
N -0.02 1.66 -0.25 -0.358
O 1.34 1.13 -0.14 -0.248
H -0.14 -1.43 0.65 0.261
H -3.06 0.99 0.10 0.308
```

Computed properties:
HOMO energy = -9.560 eV
Relative energy (zero: lowest compared OMol25 entry of this formula, charge and spin) = 4.812 eV
SMILES = [H]/N=c1/[nH]c(C=O)no1
LUMO level = -0.0513 hartree
HOMO-LUMO gap = 8.16 eV

***

# C3H3N3O2

A single C3H3N3O2 molecule (wB97M-V/def2-TZVPD, the OMol25 dataset).

XYZ file:
```
11
Properties=species:S:1:pos:R:3:mulliken_charge:R:1
O -1.27 1.87 -0.07 -0.585
C -0.93 0.71 -0.03 0.092
N -1.79 -0.37 0.07 0.131
N -1.12 -1.59 0.01 -0.622
C 0.12 -1.36 -0.06 -0.188
C 0.41 0.08 -0.03 0.832
N 1.54 0.70 0.12 -0.419
O 2.60 -0.09 -0.03 -0.328
H -2.81 -0.33 0.23 0.249
H 0.83 -2.19 -0.19 0.432
H 3.32 0.56 0.10 0.407
```

Computed properties:
HOMO energy = -9.491 eV
Relative energy (zero: lowest compared OMol25 entry of this formula, charge and spin) = 3.827 eV
SMILES = O=C1NN=C/C1=N\O
LUMO level = -0.0288 hartree
HOMO-LUMO gap = 8.71 eV

***

# C3H3N3O2

A single C3H3N3O2 molecule (wB97M-V/def2-TZVPD, the OMol25 dataset).

XYZ file:
```
11
Properties=species:S:1:pos:R:3:mulliken_charge:R:1
O -2.42 -1.04 -0.01 -0.501
C -1.43 -0.43 -0.01 0.382
C -1.38 1.12 -0.06 -0.023
N -0.17 1.51 0.02 -0.506
C 0.61 0.38 0.13 0.392
N 1.96 0.51 -0.03 -0.430
O 2.42 -0.80 -0.06 -0.373
N -0.08 -0.75 0.02 -0.026
H -2.25 1.72 -0.05 0.432
H 3.34 -0.52 0.08 0.401
H 0.24 -1.72 0.09 0.251
```

Computed properties:
HOMO energy = -9.200 eV
Relative energy (zero: lowest compared OMol25 entry of this formula, charge and spin) = 3.415 eV
SMILES = O=C1C=N/C(=N/O)N1
LUMO level = -0.0271 hartree
HOMO-LUMO gap = 8.46 eV

***

# C3H3N3O2

A single C3H3N3O2 molecule (wB97M-V/def2-TZVPD, the OMol25 dataset).

XYZ file:
```
11
Properties=species:S:1:pos:R:3:mulliken_charge:R:1
H 0.42 -0.69 2.59 0.226
N -0.40 -0.31 2.15 -0.557
C -0.36 0.18 0.93 0.390
N -1.69 0.42 0.41 -0.390
C -1.65 0.54 -0.83 0.214
O -0.38 0.58 -1.38 -0.290
N 0.53 0.40 -0.22 0.167
C 1.73 -0.29 -0.63 0.120
O 2.27 -0.34 -1.66 -0.358
H -2.59 0.45 -1.63 0.295
H 2.12 -0.96 0.27 0.182
```

Computed properties:
HOMO energy = -9.880 eV
Relative energy (zero: lowest compared OMol25 entry of this formula, charge and spin) = 4.833 eV
SMILES = [H]/N=c1/ncon1C=O
LUMO level = 0.0119 hartree
HOMO-LUMO gap = 10.20 eV

***

# C3H3N3O2

A single C3H3N3O2 molecule (wB97M-V/def2-TZVPD, the OMol25 dataset).

XYZ file:
```
11
Properties=species:S:1:pos:R:3:mulliken_charge:R:1
N -2.34 -0.88 0.08 -0.435
C -1.07 -0.32 -0.05 0.829
C -1.00 1.17 -0.04 -0.133
N 0.14 1.75 -0.09 -0.319
O 1.22 0.99 0.17 -0.138
C 1.24 -0.43 -0.02 0.513
O 2.27 -1.10 0.03 -0.527
N 0.02 -1.05 -0.18 -0.563
H -3.26 -0.38 0.30 0.215
H -2.53 -1.83 0.17 0.241
H -1.87 1.86 -0.09 0.319
```

Computed properties:
HOMO energy = -10.247 eV
Relative energy (zero: lowest compared OMol25 entry of this formula, charge and spin) = 3.125 eV
SMILES = Nc1cnoc(=O)n1
LUMO level = -0.0152 hartree
HOMO-LUMO gap = 9.83 eV

***

# C3H3N3O2

A single C3H3N3O2 molecule (wB97M-V/def2-TZVPD, the OMol25 dataset).

XYZ file:
```
11
Properties=species:S:1:pos:R:3:mulliken_charge:R:1
C 1.86 0.00 0.11 -0.763
C 0.42 -0.09 -0.08 0.469
N -0.23 1.18 -0.28 -0.065
N -1.43 1.22 -0.19 -0.239
C -2.19 0.02 0.04 0.654
O -3.38 -0.01 0.14 -0.476
O -1.56 -1.12 -0.22 -0.119
N -0.19 -1.24 -0.26 -0.274
H 1.97 0.76 0.91 0.286
H 2.43 0.23 -0.80 0.237
H 2.29 -0.96 0.63 0.290
```

Computed properties:
HOMO energy = -10.024 eV
Relative energy (zero: lowest compared OMol25 entry of this formula, charge and spin) = 4.839 eV
SMILES = Cc1nnc(=O)on1
LUMO level = -0.0476 hartree
HOMO-LUMO gap = 8.73 eV

***

# C3H3N3OS

A single C3H3N3OS molecule (wB97M-V/def2-TZVPD, the OMol25 dataset).

XYZ file:
```
11
Properties=species:S:1:pos:R:3:mulliken_charge:R:1
O 2.92 -0.22 0.16 -0.507
C 1.61 0.15 -0.07 0.558
N 0.72 -0.76 -0.39 -0.532
C -0.48 -0.02 -0.25 0.274
C -1.59 -0.63 -0.16 0.085
S -3.15 0.12 0.08 -0.183
N -0.22 1.34 -0.31 -0.216
N 1.05 1.49 0.04 -0.334
H 3.05 -1.12 0.57 0.353
H -1.33 -1.68 0.15 0.321
H -2.59 1.31 0.16 0.183
```

Computed properties:
HOMO energy = -9.361 eV
Relative energy (zero: lowest compared OMol25 entry of this formula, charge and spin) = 3.697 eV
SMILES = OC1=N/C(=C/S)N=N1
LUMO level = -0.0532 hartree
HOMO-LUMO gap = 7.91 eV

***

# C3H3N3OS

A 2-piece molecular cluster, C3H3N3OS overall (wB97M-V/def2-TZVPD, the OMol25 dataset).

XYZ file:
```
11
Properties=species:S:1:pos:R:3:mulliken_charge:R:1
C 1.52 0.17 0.01 0.053
C -0.82 0.58 0.01 0.790
C -2.10 -0.29 0.23 0.070
H 1.21 -2.32 1.02 0.182
H 1.39 1.24 0.22 0.202
H 0.08 2.39 -0.45 0.279
N 0.25 -0.34 -0.11 0.042
N -0.81 1.83 -0.25 -0.621
N -3.14 -0.82 -0.25 -0.395
O 2.58 -0.42 -0.21 -0.494
S -0.17 -2.02 -0.22 -0.108
```

Computed properties:
HOMO energy = -9.787 eV
Relative energy (zero: lowest compared OMol25 entry of this formula, charge and spin) = 5.762 eV
LUMO level = -0.0481 hartree
HOMO-LUMO gap = 8.48 eV

***

# C3H3N3S

A single C3H3N3S molecule (wB97M-V/def2-TZVPD, the OMol25 dataset).

XYZ file:
```
10
Properties=species:S:1:pos:R:3:mulliken_charge:R:1
S -2.43 -0.21 -0.12 -0.221
C -1.08 0.74 0.26 -0.018
N 0.17 0.13 0.12 0.089
C 0.79 -1.04 0.08 0.106
N 2.09 -0.96 0.03 -0.356
N 2.44 0.43 -0.15 -0.359
C 1.25 1.02 -0.11 -0.087
H -1.06 1.79 0.49 0.266
H 0.23 -2.06 0.24 0.301
H 1.18 2.16 -0.12 0.278
```

Computed properties:
HOMO energy = -9.736 eV
Relative energy (zero: lowest compared OMol25 entry of this formula, charge and spin) = 2.230 eV
SMILES = S=Cn1cnnc1
LUMO level = -0.0508 hartree
HOMO-LUMO gap = 8.35 eV